Computed, not measured: an isolated ion of composition C4H8NO2 and charge +1, with ωB97M-V/def2-TZVPD.

Geometry as XYZ:
```
15
C4H8NO2 (ωB97M-V/def2-TZVPD)
O 2.1562 -0.8379 0.0260
O -0.0067 -1.8943 0.0498
N -2.4536 -0.2504 0.0629
C -1.2382 0.2553 0.0752
C 1.1490 -0.0308 -0.0465
C -0.1294 -0.5513 0.1035
C 1.5105 1.4100 0.0485
H 1.3192 2.0865 -0.9379
H -2.6344 -1.1843 -0.2594
H 2.0286 -1.7455 0.2360
H -3.2329 0.3615 -0.2022
H 0.9797 1.9513 0.7569
H -1.2711 1.2711 0.1345
H -0.6969 -2.4197 -0.2493
H 2.5200 1.5786 0.2021
```

Results
Net charge: +1
SMILES: C/C(O)=C(/O)C=[NH2+]
HOMO energy in eV: -13.6
DFT total energy in a.u.: -362.155471

Here are the natural (NBO) charges for atoms 1 to 4, given in e: number 1, O, carries -0.5740; number 2, O, carries -0.6824; number 3, N, carries -0.6896; number 4, C, carries 0.1525